(1)
{"formula": "C16H38O4RhSi2Te", "method": "ωB97M-V/def2-TZVPD", "charge": 3, "e_homo_ev": [-18.2, -18.2], "lumo_ev": [-11.850, -11.852], "homo_lumo_gap_ev": [6.35, 6.34], "species": ["Rh", "C", "C", "O", "C", "C", "O", "C", "C", "O", "C", "C", "O", "H", "H", "H", "H", "H", "H", "H", "H", "H", "H", "H", "H", "H", "H", "H", "H", "C", "Si", "C", "C", "C", "Te", "C", "Si", "C", "C", "C", "H", "H", "H", "H", "H", "H", "H", "H", "H", "H", "H", "H", "H", "H", "H", "H", "H", "H", "H", "H", "H", "H"], "coordinates": [[-0.77287, 0.78577, 0.96323], [-2.72840, 0.09251, 2.91229], [-1.67752, -0.97479, 3.15586], [-0.65641, -0.98613, 2.06965], [0.71282, -1.17018, 2.59771], [1.66046, -0.17715, 1.93982], [0.95121, 1.10698, 1.90969], [1.61435, 2.23898, 1.25535], [0.59926, 3.37013, 1.25071], [-0.72545, 2.87430, 0.81314], [-1.83984, 3.47731, 1.58846], [-2.81983, 2.39723, 2.01308], [-2.01227, 1.30249, 2.53687], [-3.42210, -0.16687, 2.11350], [-3.28692, 0.26767, 3.83306], [-1.15541, -0.77911, 4.08866], [-2.13342, -1.96319, 3.19382], [0.68096, -1.01258, 3.67236], [1.02729, -2.19411, 2.39695], [2.57190, -0.05971, 2.52721], [1.90853, -0.44895, 0.91267], [2.49510, 2.51485, 1.83739], [1.92652, 1.92614, 0.25702], [0.48953, 3.77705, 2.25332], [0.91374, 4.16276, 0.57184], [-1.40827, 3.96289, 2.45993], [-2.32452, 4.22124, 0.95819], [-3.48726, 2.77145, 2.79033], [-3.41625, 2.02506, 1.17550], [4.61767, -0.95054, -3.02714], [3.55489, -0.66924, -1.54013], [2.92177, -2.23053, -0.74287], [4.42125, 0.45733, -0.32917], [2.01377, 0.23684, -2.30005], [0.05113, 0.38688, -1.47967], [-0.67657, -1.57827, -1.81586], [-2.56592, -1.41678, -2.11764], [-3.13784, -0.55795, -0.51139], [-3.30567, -3.10199, -2.24356], [-2.88131, -0.30571, -3.56590], [5.53854, -1.45459, -2.72335], [4.90192, -0.01116, -3.50431], [4.13026, -1.58214, -3.77184], [3.75742, -2.80317, -0.33396], [2.42104, -2.87707, -1.46662], [2.22521, -2.05075, 0.08347], [5.39950, 0.01922, -0.11399], [3.92615, 0.58273, 0.63352], [4.61212, 1.44218, -0.76068], [1.73972, -0.32583, -3.20085], [2.24110, 1.25811, -2.61434], [-0.45877, -2.17278, -0.92547], [-0.09314, -1.97914, -2.64550], [-3.18219, -1.27700, 0.30682], [-4.11043, -0.07180, -0.60982], [-2.44164, 0.28131, -0.22037], [-3.12240, -3.71607, -1.36084], [-2.89260, -3.62168, -3.11076], [-4.38542, -3.03186, -2.39111], [-2.52983, 0.71768, -3.41074], [-3.95571, -0.24890, -3.75572], [-2.41894, -0.68939, -4.47776]], "atomic_forces_ev_per_a": [[0.499, -0.268, 0.145], [0.133, 0.021, -0.069], [-0.062, 0.049, -0.055], [-0.011, 0.057, -0.162], [0.088, 0.169, -0.139], [-0.240, -0.079, -0.044], [-0.268, 0.031, -0.167], [-0.210, 0.044, -0.087], [0.090, -0.121, -0.020], [0.081, -0.150, -0.093], [-0.112, -0.094, 0.026], [0.183, -0.036, -0.110], [-0.414, 0.153, 0.578], [-0.023, 0.008, 0.013], [0.012, -0.011, 0.018], [-0.011, 0.020, 0.017], [0.015, 0.001, -0.005], [0.025, 0.019, 0.014], [-0.013, 0.012, -0.034], [-0.019, -0.003, 0.058], [-0.029, 0.129, 0.197], [-0.032, 0.018, 0.041], [0.002, 0.015, 0.031], [0.018, -0.027, 0.016], [-0.033, -0.015, -0.004], [-0.021, 0.003, 0.015], [0.006, -0.023, -0.012], [0.022, 0.044, 0.011], [-0.024, 0.001, 0.027], [0.015, -0.142, 0.074], [-0.046, 0.214, -0.238], [0.002, -0.108, 0.066], [-0.016, -0.057, 0.006], [0.069, -0.087, 0.395], [0.029, 0.110, -0.649], [-0.053, 0.158, 0.288], [0.121, -0.057, -0.189], [0.009, -0.209, 0.140], [-0.055, 0.014, 0.045], [0.013, 0.036, 0.041], [0.017, 0.006, -0.037], [-0.007, 0.010, 0.004], [0.008, 0.007, -0.010], [0.001, -0.014, 0.006], [0.005, 0.002, -0.008], [0.049, -0.183, -0.162], [0.010, 0.010, 0.011], [0.026, 0.048, 0.020], [-0.013, 0.008, 0.000], [-0.004, 0.022, -0.026], [-0.011, -0.009, 0.034], [0.020, -0.025, -0.029], [-0.050, 0.026, -0.064], [0.012, -0.018, -0.001], [0.009, 0.048, 0.054], [0.202, 0.287, 0.058], [0.009, -0.006, -0.002], [-0.009, -0.006, -0.004], [-0.004, -0.022, 0.000], [-0.010, -0.013, -0.031], [-0.008, 0.002, -0.005], [0.005, -0.018, 0.008]], "mulliken_charge": [1.0942, -0.6252, -0.3648, -0.5229, -0.6672, 0.7553, -0.4915, -0.2742, -0.5684, -0.4740, -0.3456, -0.4981, -0.3750, 0.3136, 0.4748, 0.5150, 0.3339, 0.5255, 0.4127, 0.5566, -1.1292, 0.4370, -0.0159, 0.5333, 0.3638, 0.4594, 0.3724, 0.4681, 0.2411, -1.0782, -0.0579, -0.6228, -0.9226, -1.0981, 0.4313, -1.0119, -0.1503, -0.3770, -1.0250, -1.0187, 0.3738, 0.3734, 0.3730, 0.4142, 0.3848, 0.0236, 0.4314, 0.2391, 0.3703, 0.6843, 0.6611, 0.3672, 0.6764, 0.3661, 0.5271, -0.1163, 0.3842, 0.3676, 0.3679, 0.3917, 0.3805, 0.3851]}


(2)
{"formula": "C8H10O5Zn", "method": "ωB97M-V/def2-TZVPD", "charge": 2, "e_homo_ev": -18.3, "lumo_ev": -9.277, "de_lowest_kcal_mol": 0.0, "homo_lumo_gap_ev": 9.03, "species": ["O", "C", "Zn", "O", "C", "C", "O", "C", "O", "C", "C", "O", "C", "C", "H", "H", "H", "H", "H", "H", "H", "H", "H", "H"], "coordinates": [[0.09211, -3.41134, -0.21786], [0.12223, -2.26981, -0.33101], [0.20274, -0.12033, -0.18373], [-3.17334, -0.04710, -1.69832], [-2.07156, -0.09011, -1.41463], [2.07303, 0.01320, -1.22800], [3.11016, 0.11007, -1.70825], [-0.00661, 2.01014, -0.13198], [-0.06107, 3.14511, 0.04973], [-2.32550, -0.96132, 3.43668], [-1.93363, -0.04211, 2.30058], [-0.58184, -0.30351, 1.82983], [0.43303, -0.26186, 2.86151], [0.58273, 1.10244, 3.48335], [-2.23760, -2.01487, 3.14500], [-3.36781, -0.77258, 3.70595], [-1.72124, -0.78541, 4.33242], [-2.58687, -0.17866, 1.43025], [-1.98848, 1.01492, 2.59862], [0.17875, -1.03019, 3.59904], [1.35332, -0.58163, 2.35784], [-0.26647, 1.33818, 4.12436], [1.47675, 1.11197, 4.10397], [0.68957, 1.89110, 2.74255]], "atomic_forces_ev_per_a": [[0.083, 4.478, -0.540], [-0.139, -4.848, 0.659], [-1.281, -0.180, 0.744], [3.061, -0.130, 0.676], [-2.727, 0.112, -0.518], [4.619, 0.413, -1.967], [-4.169, -0.400, 1.843], [-0.246, 5.245, 0.950], [0.162, -4.739, -0.836], [0.038, -0.154, -0.001], [-0.584, 0.420, 0.111], [0.500, -0.087, -1.462], [0.430, -0.249, 0.258], [-0.097, -0.117, 0.232], [-0.016, 0.201, 0.072], [0.106, 0.021, -0.069], [-0.227, -0.026, -0.125], [0.170, -0.055, 0.163], [-0.007, -0.264, -0.064], [0.224, 0.182, -0.149], [-0.005, 0.013, 0.083], [0.053, 0.071, 0.006], [0.018, 0.004, 0.065], [0.035, 0.091, -0.132]], "mulliken_charge": [-0.0886, 0.4771, 0.7630, -0.0672, 0.0925, 0.3784, -0.0956, 0.4365, -0.0869, -1.1867, -0.2801, -0.2592, -0.4502, -1.0331, 0.3246, 0.4232, 0.3319, 0.2684, 0.3439, 0.3370, 0.3868, 0.3264, 0.4217, 0.2362]}


no.,E_tot (eV),F_max (eV/Å)
1,-51425.811,0.7
2,-67094.617,5.3